Entry from OMol25: the ion C3H6NO with charge +1 in a non-equilibrium geometry (ωB97M-V/def2-TZVPD).

Cartesian coordinates (Å):
N: -1.410 -0.599 0.149
C: -0.071 -0.131 0.167
C: 1.232 -0.012 -0.629
C: 0.752 1.038 0.382
O: 0.636 0.281 1.519
H: -1.510 -0.892 -0.877
H: -2.063 0.077 0.424
H: -1.580 -1.443 0.768
H: 1.116 0.145 -1.692
H: 2.092 -0.564 -0.406
H: 0.806 2.101 0.195

Its energy relative to the best compared isomer or geometry (same formula, charge and spin) is 3.579 eV. The LUMO energy is -4.28 eV. Its SMILES is [NH3+][C@@]12C[C@@H]1O2. The total charge is +1. The molar mass comes out at 72.09 g/mol. The orbital gap comes out at 10.014 eV. As for the HOMO energy: -0.525 Eh.

Entry from OMol25: a cluster of 2 separate species, C3H6NO in total in a non-equilibrium geometry (ωB97M-V/def2-TZVPD).

Cartesian coordinates (Å):
C: 1.526 -0.576 0.036
C: -2.425 -0.299 0.256
C: 0.831 0.464 -0.749
N: 1.272 0.966 0.337
O: -1.301 -0.244 -0.132
H: 1.125 -1.320 0.711
H: 2.539 -0.852 -0.275
H: -3.253 -0.061 -0.421
H: -2.524 -0.540 1.333
H: 0.531 0.637 -1.746
H: 1.677 1.825 0.651

Its energy relative to the best compared isomer or geometry (same formula, charge and spin) is 2.990 eV. The LUMO energy is -5.06 eV. The total charge is +1. The molar mass comes out at 72.09 g/mol. The orbital gap comes out at 9.486 eV. As for the HOMO energy: -0.534 Eh.

Entry from OMol25: a structure of composition C3H6NO in a non-equilibrium geometry (ωB97M-V/def2-TZVPD).

Cartesian coordinates (Å):
C: 1.438 0.279 -0.407
C: -0.394 0.815 -0.714
C: -0.336 -1.021 1.071
N: 0.491 -0.372 -0.029
O: 2.309 0.549 -1.043
H: -1.364 0.312 -1.133
H: -0.539 1.303 0.270
H: -0.051 1.571 -1.470
H: -1.155 -0.405 0.823
H: -0.073 -1.088 2.107
H: -0.325 -1.945 0.525

Its energy relative to the best compared isomer or geometry (same formula, charge and spin) is 3.288 eV. The LUMO energy is -4.47 eV. The total charge is +1. The molar mass comes out at 72.09 g/mol. The orbital gap comes out at 12.513 eV. As for the HOMO energy: -0.624 Eh.

Entry from OMol25: a cluster of 2 separate species, C3H6NO2 in total (ωB97M-V/def2-TZVPD).

Cartesian coordinates (Å):
C: 1.373 1.552 -0.798
C: 0.313 2.324 -0.620
H: 1.311 0.506 -0.514
H: 2.328 1.925 -1.149
H: -0.617 1.890 -0.276
H: 0.343 3.394 -0.804
N: -1.065 -2.409 1.229
C: -0.541 -1.434 0.329
O: 0.489 -1.770 -0.300
O: -1.171 -0.352 0.295
H: -2.021 -2.276 1.509
H: -0.740 -3.350 1.100

Its energy relative to the best compared isomer or geometry (same formula, charge and spin) is 0.662 eV. The LUMO energy is 4.37 eV. The total charge is -1. The molar mass comes out at 88.09 g/mol. The orbital gap comes out at 8.361 eV. As for the HOMO energy: -0.147 Eh.

Entry from OMol25: a cluster of 2 separate species, C3H6NO2 in total (ωB97M-V/def2-TZVPD).

Cartesian coordinates (Å):
C: 2.466 -0.076 -1.670
N: 1.326 0.448 -1.653
H: 3.194 0.235 -2.427
H: 2.790 -0.834 -0.944
H: 0.698 -0.001 -0.961
O: -1.059 -0.598 -0.408
C: -0.837 -0.129 0.737
O: 0.266 -0.094 1.329
C: -2.028 0.483 1.497
H: -2.159 0.049 2.486
H: -1.759 1.538 1.627
H: -2.941 0.453 0.902

Its energy relative to the best compared isomer or geometry (same formula, charge and spin) is 0.931 eV. The LUMO energy is 4.31 eV. The total charge is -1. The molar mass comes out at 88.09 g/mol. The orbital gap comes out at 8.543 eV. As for the HOMO energy: -0.156 Eh.

Entry from OMol25: a cluster of 2 separate species, C3H6NO2 in total in a non-equilibrium geometry (ωB97M-V/def2-TZVPD).

Cartesian coordinates (Å):
C: 0.298 0.837 -0.578
C: -0.707 -0.158 -2.531
N: -0.432 0.913 -1.867
H: 0.428 1.762 -0.130
H: -0.266 0.288 0.138
H: 1.367 0.286 -0.720
H: -0.259 -1.016 -2.334
H: -1.340 0.016 -3.376
O: 0.265 -1.649 3.734
C: 0.221 -0.677 2.921
O: -0.842 -0.092 2.442
H: 1.267 -0.511 2.301

Its energy relative to the best compared isomer or geometry (same formula, charge and spin) is 2.476 eV. The LUMO energy is 3.66 eV. The total charge is -1. The molar mass comes out at 88.09 g/mol. The orbital gap comes out at 7.762 eV. As for the HOMO energy: -0.151 Eh.

Entry from OMol25: a cluster of 2 separate species, C3H6NO2 in total in a non-equilibrium geometry (ωB97M-V/def2-TZVPD).

Cartesian coordinates (Å):
C: 2.238 1.522 0.362
C: 1.722 0.712 -0.615
N: 2.124 -0.593 -0.818
H: 2.255 1.355 1.436
H: 2.498 2.506 -0.016
H: 0.836 1.072 -1.150
H: 2.121 -1.068 0.089
H: 1.579 -1.173 -1.446
O: -2.913 -1.178 0.726
C: -2.237 -0.257 0.318
O: -0.988 -0.182 0.079
H: -2.770 0.593 -0.204

Its energy relative to the best compared isomer or geometry (same formula, charge and spin) is 3.302 eV. The LUMO energy (alpha / beta) is -0.17 / -3.67 eV. The expectation value of S² is 0.807. The molar mass comes out at 88.09 g/mol. Its multiplicity is 2. The orbital gap (alpha / beta) comes out at 9.289 / 4.088 eV. As for the HOMO energy (alpha / beta): -0.347 / -0.285 Eh.

Entry from OMol25: the ion C3H6NO2 with charge +1 in a non-equilibrium geometry (ωB97M-V/def2-TZVPD).

Cartesian coordinates (Å):
N: -0.696 -1.175 0.106
C: 0.530 -0.336 -0.079
C: 0.662 1.073 -0.653
C: 1.418 0.675 0.594
O: 2.530 -0.084 0.172
O: 1.728 -1.073 -0.408
H: -0.929 -1.309 -0.901
H: -1.556 -0.852 0.599
H: -0.372 -2.105 0.691
H: -0.226 1.719 -0.430
H: 1.071 1.397 -1.719
H: 1.562 1.369 1.565

Its energy relative to the best compared isomer or geometry (same formula, charge and spin) is 6.158 eV. The LUMO energy is -4.37 eV. Its SMILES is [NH3+][C@@]12C[C@@H]1OO2. The total charge is +1. The molar mass comes out at 88.09 g/mol. The orbital gap comes out at 9.873 eV. As for the HOMO energy: -0.524 Eh.

Entry from OMol25: the ion C3H6NO2 with charge +1 in a non-equilibrium geometry (ωB97M-V/def2-TZVPD).

Cartesian coordinates (Å):
C: -1.003 -1.322 -0.970
C: -0.524 -1.021 1.116
C: 1.050 1.356 0.373
N: -0.189 -0.542 -0.084
O: -1.164 -0.946 -2.152
O: 0.634 0.379 -0.627
H: -0.346 -0.581 2.100
H: -1.366 -1.705 1.008
H: 1.089 2.317 -0.111
H: 2.044 1.028 0.637
H: 0.367 1.247 1.201
H: -0.591 -0.210 -2.490

Its energy relative to the best compared isomer or geometry (same formula, charge and spin) is 5.735 eV. The LUMO energy is -6.20 eV. The total charge is +1. The molar mass comes out at 88.09 g/mol. The orbital gap comes out at 8.321 eV. As for the HOMO energy: -0.534 Eh.

Entry from OMol25: a cluster of 2 separate species, C3H6NO2 in total in a non-equilibrium geometry (ωB97M-V/def2-TZVPD).

Cartesian coordinates (Å):
C: 2.416 0.003 0.549
C: -1.071 1.177 -0.059
C: -0.429 -1.121 -0.320
N: -0.408 0.102 0.355
O: 2.654 -1.115 0.539
O: 2.126 1.074 0.324
H: -1.569 1.505 0.803
H: -0.428 2.095 -0.143
H: -1.853 1.047 -0.865
H: -1.050 -1.311 -1.276
H: 0.534 -1.755 -0.403
H: -0.924 -1.702 0.494

Its energy relative to the best compared isomer or geometry (same formula, charge and spin) is 3.429 eV. The LUMO energy is -8.39 eV. The total charge is +1. The molar mass comes out at 88.09 g/mol. The orbital gap comes out at 8.393 eV. As for the HOMO energy: -0.617 Eh.

Entry from OMol25: the ion C3H6NO2S with charge +1 in a non-equilibrium geometry (ωB97M-V/def2-TZVPD).

Cartesian coordinates (Å):
O: -1.834 -1.037 2.042
C: -1.041 -0.578 1.296
C: -0.643 -1.164 -0.065
N: -0.008 -0.102 -0.860
C: 0.861 0.754 0.011
O: 1.014 1.921 -0.668
S: -0.113 0.907 1.603
H: 0.061 -1.983 0.114
H: -1.530 -1.570 -0.557
H: 0.528 -0.470 -1.658
H: -0.715 0.545 -1.248
H: 1.803 0.230 0.231
H: 1.617 2.544 -0.241

Its energy relative to the best compared isomer or geometry (same formula, charge and spin) is 0.173 eV. The LUMO energy is -3.82 eV. Its SMILES is O=C1C[NH2+][C@@H](O)S1. The total charge is +1. The molar mass comes out at 120.15 g/mol. The orbital gap comes out at 10.856 eV. As for the HOMO energy: -0.539 Eh.

Entry from OMol25: a cluster of 2 separate species, C3H6NO3 in total in a non-equilibrium geometry (ωB97M-V/def2-TZVPD).

Cartesian coordinates (Å):
C: -1.599 0.293 0.030
C: -1.520 -1.124 -0.175
C: 3.870 0.381 -0.053
N: 2.799 0.063 0.099
O: -2.760 0.929 -0.140
O: 1.606 -0.193 0.181
O: -0.656 1.110 0.185
H: -0.862 -1.493 0.639
H: -2.515 -1.412 -0.096
H: -1.064 -1.348 -1.192
H: 4.886 0.123 0.186
H: 0.362 0.792 0.261
H: -2.547 1.878 0.073

Its energy relative to the best compared isomer or geometry (same formula, charge and spin) is 3.240 eV. The LUMO energy is -4.09 eV. The total charge is +1. The molar mass comes out at 104.08 g/mol. The orbital gap comes out at 11.043 eV. As for the HOMO energy: -0.556 Eh.